This record from the OMol25 dataset describes a single C3H4N2OS molecule. The level of theory is ωB97M-V/def2-TZVPD.

```
11
Properties=species:S:1:pos:R:3:forces:R:3:mulliken_charge:R:1
S 1.822 -0.279 -0.327 0.9 1.4 -0.8 -0.31
O -2.137 0.460 -0.548 -2.2 1.1 -0.3 -0.51
N -0.868 -1.404 -0.375 2.2 -2.6 0.3 -0.26
N 0.139 1.071 2.513 0.2 0.0 0.8 -0.40
C -1.144 -0.129 -0.358 3.5 1.8 0.4 0.51
C 0.287 0.752 0.020 -0.1 -1.3 -3.3 -0.30
C 0.303 0.938 1.389 -0.9 0.9 2.0 0.36
H 0.338 1.691 -0.574 -0.3 -0.7 0.5 0.36
H 2.667 0.673 -0.939 -1.2 -1.0 0.7 0.18
H -1.578 -2.124 -0.510 0.4 0.5 0.0 0.25
H 0.172 -1.649 -0.291 -2.6 -0.1 -0.3 0.14
```
Positions in Å, forces in eV/Å.

Summary:
SMILES: N#C[C@@H](S)C(N)=O
total charge: 0
molar mass: 116.14 g/mol
E: -699.6227 Ha



This record from the OMol25 dataset describes a single C3H4N2OS molecule. The level of theory is ωB97M-V/def2-TZVPD.

```
11
Properties=species:S:1:pos:R:3:forces:R:3:mulliken_charge:R:1
S 3.683 -0.424 -0.109 -1.4 3.6 0.6 0.40
O 3.288 -1.778 0.107 -0.2 -3.2 0.1 -0.52
N 0.853 -0.303 0.581 6.6 1.3 -0.2 -0.38
N 2.112 3.011 -0.096 -0.2 0.8 0.2 -0.34
C 2.316 0.480 0.219 -3.3 -1.8 0.4 0.26
C 2.179 1.893 0.145 0.8 -1.1 -0.5 0.16
C -0.339 0.209 -0.047 1.8 2.8 2.9 -0.67
H -0.130 1.345 -0.110 -1.2 -1.7 0.1 0.28
H -0.482 -0.184 -0.976 -0.9 -1.0 -2.6 0.28
H 1.201 -1.234 0.365 -0.8 -0.2 -0.1 0.29
H -1.025 -0.057 0.756 -1.0 0.5 -0.8 0.25
```
Positions in Å, forces in eV/Å.

Summary:
total charge: 0
molar mass: 116.14 g/mol
E: -699.5308 Ha



This record from the OMol25 dataset describes a molecular structure, C3H4N2OS. The level of theory is ωB97M-V/def2-TZVPD.

```
11
Properties=species:S:1:pos:R:3:forces:R:3:mulliken_charge:R:1
S -1.932 0.905 -0.718 -0.5 0.2 -0.1 0.16
O -0.010 -1.822 1.019 -0.5 1.1 -0.7 -0.63
N -2.922 -0.273 -0.191 -0.2 0.0 0.0 -0.44
N -0.611 0.231 -0.006 0.6 -1.9 0.7 0.02
C -2.271 -1.181 0.460 -1.3 0.0 -0.3 -0.36
C -0.838 -1.050 0.539 0.3 0.5 0.6 0.70
C 0.746 0.629 -0.235 -1.9 1.8 0.1 -0.83
H 0.737 1.107 -1.186 0.8 0.3 -0.9 0.31
H 1.248 -0.257 -0.168 2.1 -2.0 -0.1 0.39
H -2.859 -1.964 0.893 0.1 -0.6 0.2 0.42
H 1.023 1.310 0.535 0.6 0.6 0.5 0.27
```
Positions in Å, forces in eV/Å.

Summary:
total charge: 0
molar mass: 116.14 g/mol
E: -699.6263 Ha



This record from the OMol25 dataset describes a single C3H4N2OS molecule. The level of theory is ωB97M-V/def2-TZVPD.

```
11
Properties=species:S:1:pos:R:3:forces:R:3:mulliken_charge:R:1
S 1.739 -1.710 -0.576 0.0 -0.1 0.1 -0.12
O -1.379 -1.759 -0.540 -0.3 -1.1 -0.5 -0.59
N 0.883 0.742 0.036 2.0 0.5 -0.4 -0.21
N 0.572 -0.496 -0.527 -0.1 -0.2 -0.1 0.07
C -0.267 1.358 0.391 -1.5 -1.1 -0.1 -0.28
C -1.303 0.496 0.224 -0.7 1.6 0.2 -0.50
C -0.817 -0.719 -0.356 0.4 0.1 0.6 0.45
H 1.537 1.262 -0.556 -0.2 -0.2 0.5 0.26
H -0.269 2.350 0.789 0.1 0.4 0.0 0.42
H 1.659 -2.213 0.689 -0.1 0.3 -0.3 0.14
H -2.356 0.688 0.425 0.5 -0.2 0.1 0.36
```
Positions in Å, forces in eV/Å.

Summary:
SMILES: O=c1cc[nH]n1S
total charge: 0
molar mass: 116.14 g/mol
E: -699.6083 Ha



This record from the OMol25 dataset describes a single C3H4N2OS molecule. The level of theory is ωB97M-V/def2-TZVPD.

```
11
Properties=species:S:1:pos:R:3:forces:R:3:mulliken_charge:R:1
S -0.823 1.860 -1.768 -0.5 -1.0 -0.1 -0.20
O 1.494 2.030 -0.243 0.8 -0.4 0.4 -0.42
N 0.138 0.150 0.132 0.2 2.3 -2.8 0.10
N -0.904 -1.873 0.545 -2.2 -2.7 -1.4 -0.64
C 1.397 0.915 0.161 -2.3 -0.8 0.3 0.15
C -0.961 0.628 -0.730 1.1 1.1 1.8 -0.38
C 0.066 -1.128 0.639 2.3 0.6 0.8 0.36
H 1.001 -1.501 1.160 -1.1 0.8 -0.1 0.22
H 2.119 0.296 0.690 0.7 0.1 0.1 0.24
H -1.943 0.294 -0.361 0.5 -0.2 -0.4 0.32
H -1.582 -1.671 -0.224 0.5 0.2 1.3 0.25
```
Positions in Å, forces in eV/Å.

Summary:
SMILES: [H]/N=C\N(C=O)C=S
total charge: 0
molar mass: 116.14 g/mol
E: -699.5945 Ha



This record from the OMol25 dataset describes 2 unconnected molecules or ions with the total composition C3H4N2OS. The level of theory is ωB97M-V/def2-TZVPD.

```
11
Properties=species:S:1:pos:R:3:forces:R:3:mulliken_charge:R:1
S 0.593 1.881 0.729 0.7 -1.7 1.2 -0.20
O 1.053 -0.107 -1.775 1.3 -5.5 2.7 -0.46
N -1.328 -1.671 0.368 -0.8 -1.1 -1.8 -0.59
N 0.060 -0.400 -0.781 0.4 -1.1 -0.6 0.17
C -0.760 -1.628 -0.837 2.6 4.7 1.8 0.04
C -1.036 -0.574 1.102 2.6 0.3 2.1 -0.19
C 0.063 0.178 0.515 -3.5 -1.0 -1.8 0.06
H 1.399 1.526 1.810 -0.6 0.6 -0.9 0.15
H -0.582 -2.157 -1.799 -1.0 -0.2 1.3 0.36
H 1.849 -1.386 -1.515 -2.2 4.7 -1.3 0.36
H -1.317 -0.575 2.245 0.3 0.3 -2.7 0.29
```
Positions in Å, forces in eV/Å.

Summary:
total charge: 0
molar mass: 116.14 g/mol
E: -699.4312 Ha



Repeat the first record exactly.
This record from the OMol25 dataset describes a single C3H4N2OS molecule. The level of theory is ωB97M-V/def2-TZVPD.

```
11
Properties=species:S:1:pos:R:3:forces:R:3:mulliken_charge:R:1
S 1.822 -0.279 -0.327 0.9 1.4 -0.8 -0.31
O -2.137 0.460 -0.548 -2.2 1.1 -0.3 -0.51
N -0.868 -1.404 -0.375 2.2 -2.6 0.3 -0.26
N 0.139 1.071 2.513 0.2 0.0 0.8 -0.40
C -1.144 -0.129 -0.358 3.5 1.8 0.4 0.51
C 0.287 0.752 0.020 -0.1 -1.3 -3.3 -0.30
C 0.303 0.938 1.389 -0.9 0.9 2.0 0.36
H 0.338 1.691 -0.574 -0.3 -0.7 0.5 0.36
H 2.667 0.673 -0.939 -1.2 -1.0 0.7 0.18
H -1.578 -2.124 -0.510 0.4 0.5 0.0 0.25
H 0.172 -1.649 -0.291 -2.6 -0.1 -0.3 0.14
```
Positions in Å, forces in eV/Å.

Summary:
SMILES: N#C[C@@H](S)C(N)=O
total charge: 0
molar mass: 116.14 g/mol
E: -699.6227 Ha